Here is the ion C10H16Br2NO3S with charge +1 in a non-equilibrium geometry from the Open Molecules 2025 dataset. Energies are from ωB97M-V/def2-TZVPD.

CARTESIAN COORDINATES (ANGSTROEM)
C  0.43724  -3.53417  0.01111
C  0.08744  -2.46801  -0.69922
C  -0.08294  -0.87599  -1.04375
O  0.10766  -0.85057  -2.48487
C  0.93132  0.06981  -0.20914
C  2.44245  -0.41793  0.06514
Br  3.25951  -1.31410  -1.55514
C  3.47570  0.76082  0.49144
C  2.81386  1.99796  1.28472
Br  4.40442  1.42208  -1.16435
N  0.21438  0.11678  1.14262
C  -1.24717  -0.32231  1.09749
C  -1.59299  -0.62153  -0.46166
S  -2.60344  0.76511  -1.17593
C  -4.33182  0.57058  -0.43873
O  -2.07444  2.08715  -0.65156
O  -2.72476  0.75028  -2.68185
H  0.56133  -4.45002  0.71300
H  -0.77074  -0.91456  -2.94099
H  0.89047  1.09056  -0.77299
H  2.39997  -1.24710  0.88315
H  4.31310  0.24715  1.11927
H  1.87136  2.44221  0.79873
H  2.65579  1.76748  2.41879
H  3.60743  2.85332  1.27172
H  0.69866  -0.35336  1.93554
H  0.13336  1.11607  1.41865
H  -1.92057  0.54764  1.43252
H  -1.52826  -1.29268  1.65596
H  -2.28318  -1.54908  -0.61587
H  -4.35010  -0.28541  0.35555
H  -4.68950  1.52299  0.09473
H  -5.08462  0.25011  -1.26759

Atoms 1-6, force components in eV/Å:
C -2.33 5.46 -2.89
C 2.64 -4.21 5.50
C -0.52 -3.55 -1.42
O -1.06 1.09 1.75
C 0.09 -0.64 -1.72
C 0.12 -0.31 0.00

The frontier orbital gap is 8.7 eV. Its spin multiplicity is 1. As for the total energy: -6216.82352 a.u. The value obtained for the strongest force on any atom is 7.42 eV/Å. As for the LUMO energy: -0.1250 Ha. The net charge is +1.